No. 1
104
Properties=species:S:1:pos:R:3 method="wB97M-V/def2-TZVPD" total_charge=+2 e_homo_ev=-13.269
Tl -35.962 29.374 7.256
As -33.132 29.960 10.865
F -32.039 28.741 10.350
F -32.217 31.209 10.091
F -34.240 31.170 11.531
F -34.101 28.800 11.677
F -32.146 30.173 12.282
F -34.053 29.798 9.443
C -37.929 35.281 11.703
O -36.721 35.195 12.450
C -35.666 34.613 11.766
C -34.498 34.509 12.741
N -33.396 33.767 12.172
C -32.261 33.736 13.029
C -31.676 35.065 13.445
O -32.177 35.452 14.681
C -31.377 36.334 15.426
H -37.722 35.603 10.676
H -38.474 36.087 12.183
H -38.446 34.323 11.679
H -35.368 35.168 10.868
H -35.897 33.569 11.486
H -34.859 33.925 13.607
H -34.196 35.486 13.117
H -33.673 32.820 11.906
H -31.442 33.245 12.475
H -32.375 33.077 13.910
H -31.761 35.898 12.736
H -30.597 34.856 13.505
H -30.489 35.830 15.825
H -31.961 36.612 16.304
H -31.095 37.272 14.940
C -36.582 24.070 18.994
O -36.422 25.287 18.300
C -37.285 25.426 17.235
C -37.089 26.797 16.643
N -35.800 27.008 16.037
C -35.599 28.339 15.500
C -34.234 28.473 14.854
O -33.228 28.325 15.791
C -31.897 28.533 15.368
H -37.508 24.060 19.590
H -35.786 23.928 19.717
H -36.676 23.222 18.308
H -38.357 25.337 17.460
H -37.101 24.652 16.474
H -37.322 27.546 17.423
H -37.840 27.011 15.873
H -35.009 26.813 16.656
H -35.566 29.030 16.371
H -36.430 28.644 14.866
H -34.237 29.491 14.426
H -34.154 27.766 14.018
H -31.321 28.706 16.269
H -31.816 29.410 14.713
H -31.537 27.687 14.774
C -34.870 33.345 8.167
O -35.339 32.231 8.039
N -35.482 34.443 7.600
N -33.608 33.574 8.680
H -36.149 34.209 6.885
H -35.021 35.332 7.584
H -33.037 32.795 8.997
H -33.332 34.540 8.754
C -32.865 26.741 7.455
O -33.474 27.807 7.477
N -31.768 26.543 8.264
N -33.292 25.631 6.788
H -31.624 27.193 9.014
H -31.152 25.757 8.194
H -34.192 25.677 6.350
H -32.707 24.830 6.661
C -37.637 29.980 10.993
O -37.110 29.935 9.888
N -38.837 29.345 11.258
N -37.042 30.642 12.043
H -39.101 29.176 12.213
H -39.057 28.605 10.610
H -36.221 31.184 11.847
H -37.545 30.741 12.905
C -31.760 30.901 6.629
O -32.975 30.824 6.841
N -31.190 31.953 5.959
N -30.908 29.929 7.078
H -31.799 32.725 5.765
H -30.226 31.957 5.691
H -29.912 30.030 7.101
H -31.350 29.077 7.386
C -36.415 26.674 10.182
O -35.899 27.152 9.193
N -35.865 26.763 11.440
N -37.631 25.999 10.115
H -35.066 27.350 11.596
H -36.389 26.360 12.190
H -38.044 25.566 10.917
H -37.810 25.644 9.192
C -28.533 30.688 12.233
O -27.384 31.084 12.311
N -29.600 31.377 12.813
N -28.924 29.519 11.610
H -30.547 31.052 12.708
H -29.418 32.287 13.190
H -29.855 29.144 11.604
H -28.213 28.891 11.283


No. 2
81
Properties=species:S:1:pos:R:3 method="wB97M-V/def2-TZVPD" relative_energy_ev=5.5663 smiles=CCO.CCO.CCO.CCO.CCO.CCO.CCO.CCO.CCO e_homo_ev=-9.174
C -0.844 -0.014 -0.026
C -0.117 0.156 -1.373
O -0.266 -0.970 -2.254
H -0.640 -1.030 0.311
H -1.925 0.124 0.013
H -0.312 0.566 0.729
H 0.946 0.324 -1.200
H -0.446 1.047 -1.907
H -1.177 -1.268 -2.201
C 3.668 -0.556 -2.971
C 2.938 0.769 -2.823
O 3.690 1.819 -3.354
H 4.616 -0.722 -2.460
H 3.798 -0.570 -4.054
H 2.992 -1.366 -2.701
H 2.826 1.023 -1.769
H 1.938 0.755 -3.257
H 3.238 2.641 -3.149
C -4.524 -2.417 2.609
C -3.506 -1.206 2.475
O -2.238 -1.400 3.127
H -4.142 -3.399 2.332
H -5.521 -2.277 2.190
H -4.778 -2.666 3.639
H -4.104 -0.341 2.759
H -3.423 -1.029 1.403
H -2.466 -1.441 4.059
C 0.786 3.845 -1.859
C 2.078 4.643 -1.637
O 2.909 4.252 -2.759
H 0.020 4.154 -1.147
H 0.877 2.759 -1.838
H 0.332 4.168 -2.796
H 2.433 4.400 -0.635
H 1.978 5.723 -1.736
H 3.582 4.927 -2.871
C 3.000 -0.342 0.779
C 3.831 -0.687 2.052
O 3.868 0.202 3.170
H 2.276 -1.134 0.587
H 3.736 -0.087 0.016
H 2.347 0.530 0.817
H 4.849 -0.923 1.740
H 3.420 -1.523 2.617
H 4.381 -0.276 3.825
C 0.212 -4.266 -1.173
C -1.161 -4.751 -0.798
O -1.816 -3.639 -0.175
H 0.304 -3.620 -2.046
H 0.865 -5.130 -1.301
H 0.701 -3.754 -0.344
H -1.259 -5.648 -0.186
H -1.646 -4.782 -1.774
H -1.538 -3.463 0.727
C -2.116 3.699 3.079
C -1.964 2.247 2.674
O -0.818 1.779 3.253
H -1.322 4.331 2.682
H -2.031 3.741 4.165
H -3.004 4.223 2.725
H -1.870 2.134 1.594
H -2.879 1.769 3.025
H -0.755 0.825 3.171
C -4.791 -3.414 -4.076
C -3.301 -3.675 -4.171
O -2.754 -3.445 -5.443
H -5.376 -4.140 -4.640
H -5.062 -2.358 -4.068
H -5.046 -3.530 -3.022
H -3.153 -4.723 -3.914
H -2.736 -3.263 -3.335
H -2.190 -4.204 -5.611
C 1.927 2.907 4.288
C 2.001 3.075 2.760
O 3.312 2.876 2.326
H 0.951 3.212 4.665
H 2.595 3.540 4.872
H 2.107 1.884 4.620
H 1.620 4.042 2.433
H 1.499 2.378 2.089
H 3.569 1.960 2.458


No. 3
90
Properties=species:S:1:pos:R:3 method="wB97M-V/def2-TZVPD" total_charge=+1 relative_energy_ev=2.2588 spin_multiplicity=5 e_homo_ev="-10.634 / -11.279"
Hg 0.496 -1.905 -1.612
Cr -0.455 2.099 2.225
S -0.034 0.198 0.299
O 0.700 0.493 1.527
O -0.980 1.320 0.262
O 0.852 0.103 -0.844
O -0.618 -1.120 0.317
O -1.913 1.082 3.254
H -2.273 0.558 2.512
C -4.292 2.005 -3.049
C -3.477 2.385 -1.880
O -2.473 1.352 -1.783
H -3.815 2.296 -3.986
H -5.214 2.586 -3.069
H -4.534 0.943 -3.016
H -3.999 2.279 -0.929
H -3.059 3.392 -1.875
H -1.941 1.529 -1.004
C -1.518 -5.938 -1.025
C -1.940 -4.593 -1.638
O -1.294 -3.476 -0.973
H -1.600 -6.129 0.045
H -0.460 -6.118 -1.212
H -2.121 -6.674 -1.559
H -3.027 -4.522 -1.594
H -1.634 -4.497 -2.679
H -1.894 -3.107 -0.320
C 2.086 -2.691 4.759
C 1.290 -1.799 3.785
O 2.070 -1.409 2.708
H 2.462 -3.549 4.203
H 1.475 -2.978 5.615
H 2.906 -2.132 5.210
H 0.830 -0.971 4.325
H 0.406 -2.306 3.399
H 1.561 -0.743 2.240
C 3.468 2.691 0.512
C 2.558 2.990 1.693
O 1.185 3.304 1.326
H 3.271 1.722 0.055
H 4.500 2.576 0.844
H 3.447 3.544 -0.166
H 2.920 3.815 2.306
H 2.524 2.147 2.384
H 1.185 4.193 0.961
C 5.109 -1.317 -1.934
C 3.787 -0.610 -2.024
O 2.832 -1.602 -2.267
H 5.253 -1.989 -2.780
H 5.164 -1.863 -0.992
H 5.886 -0.555 -1.989
H 3.769 0.139 -2.815
H 3.601 -0.104 -1.077
H 2.987 -1.903 -3.166
C -1.913 5.484 0.238
C -2.548 4.338 1.051
O -1.679 3.982 2.127
H -2.565 5.792 -0.580
H -0.960 5.268 -0.243
H -1.730 6.359 0.862
H -2.734 3.432 0.473
H -3.493 4.624 1.513
H -1.828 4.598 2.847
C 0.774 4.192 -2.721
C 0.467 2.793 -2.285
O 1.587 1.971 -2.473
H 1.041 4.234 -3.777
H 1.652 4.596 -2.217
H -0.093 4.799 -2.460
H -0.382 2.382 -2.830
H 0.133 2.823 -1.248
H 1.448 1.241 -1.865
C 3.029 -4.603 1.015
C 1.817 -4.337 0.171
O 1.595 -2.925 0.181
H 3.174 -5.673 1.164
H 2.963 -4.149 2.004
H 3.968 -4.256 0.584
H 0.931 -4.809 0.595
H 1.880 -4.708 -0.852
H 1.618 -2.646 1.100
C -4.369 -0.371 0.701
C -3.732 -1.583 0.036
O -2.844 -2.242 0.946
H -5.089 0.144 0.065
H -3.591 0.310 1.046
H -4.923 -0.666 1.592
H -3.189 -1.378 -0.886
H -4.445 -2.339 -0.292
H -1.985 -1.816 0.910


No. 4
84
Properties=species:S:1:pos:R:3 method="wB97M-V/def2-TZVPD" relative_energy_ev=4.2732 smiles=CC(C)O.CC(C)O.CC(C)O.CC(C)O.CO.CO.CO.CO.CO.CO e_homo_ev=-9.126
C -4.365 -1.845 1.823
C -3.487 -0.665 1.435
C -3.837 0.622 2.177
O -2.138 -1.011 1.698
H -4.233 -2.087 2.877
H -4.116 -2.706 1.204
H -5.406 -1.597 1.611
H -3.603 -0.493 0.352
H -3.878 0.406 3.244
H -4.838 0.942 1.860
H -3.189 1.456 1.908
H -1.507 -0.304 1.519
C 4.714 3.457 -1.363
C 5.480 2.459 -0.518
C 6.839 2.060 -1.130
O 5.799 3.059 0.746
H 3.823 3.862 -0.878
H 4.366 3.101 -2.336
H 5.383 4.297 -1.574
H 4.985 1.501 -0.355
H 6.756 1.489 -2.062
H 7.290 1.394 -0.397
H 7.490 2.901 -1.366
H 6.162 3.923 0.521
C 0.167 -0.107 4.208
C 1.406 -0.436 5.017
C 2.332 -1.397 4.257
O 2.141 0.777 5.263
H -0.587 -0.890 4.117
H 0.452 0.062 3.164
H -0.295 0.763 4.676
H 1.143 -0.884 5.978
H 2.503 -0.935 3.282
H 1.866 -2.388 4.212
H 3.296 -1.569 4.734
H 2.248 1.250 4.411
C -4.140 -4.040 -3.479
C -3.638 -2.604 -3.656
C -2.124 -2.461 -3.548
O -4.073 -2.113 -4.939
H -4.350 -4.272 -2.436
H -3.564 -4.820 -3.987
H -5.084 -4.146 -4.025
H -4.149 -2.023 -2.884
H -1.832 -1.411 -3.641
H -1.634 -3.161 -4.222
H -1.784 -2.650 -2.524
H -3.277 -2.073 -5.480
C -1.129 3.224 -0.819
O 0.028 3.523 -0.040
H -0.822 2.978 -1.843
H -1.642 2.329 -0.475
H -1.829 4.056 -0.892
H 0.331 4.390 -0.324
C -3.084 1.276 -3.137
O -4.175 2.164 -3.253
H -3.225 0.436 -3.824
H -2.140 1.763 -3.383
H -3.014 0.856 -2.129
H -4.862 1.814 -3.817
C 3.171 3.558 2.712
O 2.352 2.442 3.018
H 4.225 3.345 2.849
H 2.958 3.931 1.706
H 2.934 4.428 3.339
H 1.537 2.487 2.513
C 1.330 -1.937 -3.461
O 2.411 -2.330 -4.239
H 1.268 -0.881 -3.161
H 0.419 -2.109 -4.038
H 1.174 -2.499 -2.525
H 3.244 -1.992 -3.901
C -0.127 -0.320 -0.738
O -0.122 0.521 0.402
H -0.511 0.032 -1.698
H 0.886 -0.704 -0.925
H -0.637 -1.229 -0.410
H 0.326 1.348 0.170
C -0.262 -3.860 1.991
O -0.906 -3.244 3.081
H -0.848 -4.726 1.659
H -0.211 -3.178 1.132
H 0.769 -4.159 2.191
H -1.329 -2.428 2.777


No. 5
99
Properties=species:S:1:pos:R:3 method="wB97M-V/def2-TZVPD" total_charge=-1 relative_energy_ev=0.0000 spin_multiplicity=2 e_homo_ev="0.284 / -6.216"
C -1.796 2.034 -3.639
O -2.376 2.172 -4.676
N -1.775 2.943 -2.715
N -0.978 1.060 -3.403
H -1.332 2.783 -1.822
H -2.344 3.760 -2.884
H -0.787 0.532 -4.242
H -0.529 0.916 -2.510
C 0.397 0.159 -0.155
O -0.327 1.111 -0.342
N -0.026 -1.060 0.004
N 1.667 0.150 -0.147
H 0.697 -1.761 -0.066
H -1.005 -1.275 0.130
H 2.033 1.072 -0.336
H 2.167 -0.708 -0.332
C 1.029 -0.249 4.325
O 1.205 0.905 3.916
N 0.267 -0.639 5.318
N 1.318 -1.252 3.571
H -0.199 0.142 5.756
H -0.049 -1.594 5.416
H 1.662 -1.127 2.629
H 1.043 -2.209 3.742
C 2.560 3.680 -1.661
O 3.165 3.098 -0.808
N 1.221 3.583 -1.804
N 3.061 4.583 -2.463
H 0.737 4.292 -2.336
H 0.711 2.927 -1.231
H 4.060 4.732 -2.461
H 2.501 4.974 -3.207
C -0.456 -5.162 0.181
O 0.546 -5.805 0.402
N -1.543 -5.300 1.017
N -0.663 -4.274 -0.745
H -2.463 -4.984 0.746
H -1.424 -5.851 1.854
H -1.545 -3.800 -0.884
H 0.079 -4.165 -1.421
C 3.095 -3.159 0.113
O 2.310 -2.564 -0.631
N 2.880 -4.243 0.755
N 4.378 -2.895 0.256
H 1.955 -4.636 0.657
H 3.666 -4.799 1.060
H 4.781 -2.133 -0.272
H 4.867 -3.515 0.884
C 5.923 -1.977 -3.260
C 6.862 -0.888 -2.779
C 6.792 -0.671 -1.292
O 5.555 -0.106 -0.926
C 5.394 0.556 0.328
N 8.175 -1.232 -3.292
H 6.072 -2.890 -2.684
H 6.004 -2.186 -4.326
H 4.933 -1.592 -3.014
H 6.514 -0.002 -3.311
H 7.580 0.008 -0.968
H 7.071 -1.541 -0.697
H 5.809 1.564 0.360
H 5.859 -0.035 1.117
H 4.355 0.479 0.647
H 8.485 -1.932 -2.633
H 8.123 -1.668 -4.201
C -2.464 -0.262 2.211
C -2.552 1.097 2.847
C -2.892 1.044 4.352
O -4.273 0.586 4.502
C -4.554 -0.028 5.723
N -1.283 1.790 2.564
H -3.315 -0.843 2.564
H -1.518 -0.764 2.415
H -2.663 -0.102 1.151
H -3.340 1.711 2.412
H -2.691 2.021 4.792
H -2.168 0.426 4.882
H -3.935 -0.880 6.003
H -5.597 -0.328 5.612
H -4.460 0.653 6.569
H -0.522 1.299 3.012
H -1.153 1.548 1.592
C -7.436 1.280 -1.075
C -6.591 2.274 -1.862
C -5.241 1.604 -2.203
O -4.465 1.230 -1.118
C -3.812 2.237 -0.442
N -7.119 2.599 -3.197
H -8.268 1.720 -0.525
H -6.867 0.714 -0.337
H -7.811 0.511 -1.751
H -6.451 3.192 -1.290
H -4.624 2.150 -2.917
H -5.372 0.680 -2.767
H -3.609 3.109 -1.063
H -2.862 1.804 -0.130
H -4.360 2.464 0.473
H -6.554 3.260 -3.711
H -7.125 1.867 -3.892


Q: Which strongest force on any atom values were calculated for the entries above? A: 0.0517 0.0503 0.0556 0.0400 0.1139, in Eh/bohr.